Record 1
14
Properties=species:S:1:pos:R:3:forces:R:3 method="wB97M-V/def2-TZVPD" orbital_gap_ev=8.71 smiles="Nc1nnnn1NO[N+](=O)[O-]" e_lumo_ev=-0.7 homo_ev=-9.38 relative_energy_kj_mol=78.8 e_tot_ha=-648.60463
C 1.3555 -0.7802 0.1268 -1.07 -4.56 2.30
N 1.8231 -1.8099 0.9332 0.05 2.88 -1.69
N 0.7289 -2.4611 1.3258 -0.05 -0.33 0.04
N -0.3224 -1.9701 0.8196 -1.94 -1.02 0.30
N 0.0302 -0.9712 0.0327 -2.65 2.04 -1.49
N 1.9277 0.1990 -0.5047 -0.87 0.17 -1.94
N -1.1298 -0.0866 -0.8824 4.38 -1.51 -0.18
N -1.7379 1.9913 0.1224 0.42 -0.70 -0.24
O -0.6856 2.3851 -0.2068 0.99 1.01 -0.21
O -2.6677 2.4054 0.7011 -0.28 0.89 0.25
O -1.9983 0.5901 -0.1627 -1.96 -3.06 0.52
H 2.8324 0.3512 -0.3131 3.92 0.64 0.77
H 1.3593 0.9766 -0.4300 -0.98 2.26 -0.42
H -1.5154 -0.8196 -1.5618 0.06 1.29 1.99

---

Record 2
6
Properties=species:S:1:pos:R:3:forces:R:3 method="wB97M-V/def2-TZVPD" orbital_gap_ev=11.56 smiles="C=NO" e_lumo_ev=1.2 homo_ev=-10.32 relative_energy_kj_mol=305.0 e_tot_ha=-169.79142
C 0.6594 0.5198 -0.1052 7.60 -2.56 0.83
H -1.7512 -0.8490 0.1634 -1.45 -0.77 0.21
H 1.1865 -0.4140 0.1194 0.73 -0.08 -1.04
H 1.2645 1.3510 -0.1101 0.47 2.41 -0.03
N -0.4983 0.3994 0.0337 -8.11 -0.64 -0.67
O -0.8610 -1.0071 -0.1011 0.76 1.64 0.69

---

Record 3
7
Properties=species:S:1:pos:R:3:forces:R:3 method="wB97M-V/def2-TZVPD" orbital_gap_ev="9.32 / 9.32" smiles="C[N+](=O)[O-]" e_lumo_ev="-1.0 / -1.0" homo_ev="-10.32 / -10.32" relative_energy_kj_mol=567.6 e_tot_ha=-244.96296
C 0.4603 0.3222 0.3444 1.39 0.82 0.71
N -0.4622 -0.3930 -0.4584 -8.02 -3.10 0.57
O -0.2327 -0.7261 -1.5759 0.51 0.53 0.80
O -1.8739 -0.7587 0.1144 6.70 2.02 -1.99
H 0.3683 0.0695 1.3975 -0.25 -0.15 -0.19
H 1.4568 0.0911 -0.0438 -0.15 0.06 0.15
H 0.2834 1.3950 0.2219 -0.17 -0.18 -0.06

---

Record 4
7
Properties=species:S:1:pos:R:3:forces:R:3 method="wB97M-V/def2-TZVPD" orbital_gap_ev=10.16 smiles="O=CNO" e_lumo_ev=1.0 homo_ev=-9.20 relative_energy_kj_mol=318.1 e_tot_ha=-245.05798
C 0.8825 -0.3347 0.1521 -5.07 -0.07 -0.65
N -0.7201 -0.3403 0.2164 4.56 0.56 0.81
O 1.4426 0.6915 -0.0551 0.22 -0.02 0.31
O -1.2211 0.9181 -0.1379 -0.05 0.00 -0.22
H 1.2535 -1.3407 0.3111 0.37 -0.16 0.19
H -1.2070 -1.0834 -0.2626 0.12 0.03 -0.43
H -0.4304 1.4895 -0.2239 -0.15 -0.34 -0.02

---

Record 5
7
Properties=species:S:1:pos:R:3:forces:R:3 method="wB97M-V/def2-TZVPD" orbital_gap_ev="9.29 / 8.22" e_lumo_ev="-0.5 / -1.1" homo_ev="-9.82 / -9.28" relative_energy_kj_mol=661.0 e_tot_ha=-244.92739
C -0.8935 -0.1934 0.0263 1.84 0.84 -2.13
N 2.2858 -0.1212 0.0723 -0.85 0.26 -0.19
O 1.5296 0.7342 -0.0243 2.12 0.26 0.38
O -0.4257 -1.3794 -0.0297 0.32 -1.22 0.16
H -1.7524 0.0937 -0.5086 -1.39 0.07 -1.20
H 0.0819 0.5026 -0.4250 -2.09 -1.22 -0.06
H -0.8257 0.3636 0.8890 0.05 1.01 3.03

---

Record 6
8
Properties=species:S:1:pos:R:3:forces:R:3 method="wB97M-V/def2-TZVPD" orbital_gap_ev=9.97 e_lumo_ev=0.6 homo_ev=-9.37 relative_energy_kj_mol=175.3 e_tot_ha=-643.24739
C -0.5214 -0.4575 -0.5883 1.30 -1.85 -1.11
N -1.3899 0.1949 -0.0718 -2.29 3.26 1.43
O 1.3727 -1.1786 0.6031 0.80 -0.49 0.48
O 1.3972 1.3873 0.3310 -1.40 -0.01 1.04
S 1.2358 -0.1135 -0.3886 0.48 1.36 0.99
H -0.5897 -1.4760 -0.9788 -0.07 -0.03 -0.43
H -2.3745 -0.0470 -0.0824 0.24 -0.68 -0.09
H 0.8697 1.6905 1.1758 0.93 -1.56 -2.32

---

Record 7
8
Properties=species:S:1:pos:R:3:forces:R:3 method="wB97M-V/def2-TZVPD" orbital_gap_ev="8.50 / 8.48" e_lumo_ev="-0.9 / -0.9" homo_ev="-9.37 / -9.33" relative_energy_kj_mol=332.1 e_tot_ha=-643.18766
C -1.1691 -0.6236 -0.4657 1.40 0.09 1.88
N 0.6161 0.7332 0.0887 2.66 -0.81 2.86
O 2.9205 1.5624 0.5076 2.66 2.07 -0.88
O -0.3526 -0.1161 0.6447 1.35 0.76 -1.58
S 1.9858 0.6752 1.0645 -5.53 -1.54 -1.60
H -0.6466 -1.2844 -1.1575 0.25 0.20 0.16
H -1.6325 0.2073 -0.9357 -0.65 0.50 -0.49
H -1.7216 -1.1540 0.2536 -2.15 -1.28 -0.35

---

Record 8
9
Properties=species:S:1:pos:R:3:forces:R:3 method="wB97M-V/def2-TZVPD" orbital_gap_ev=8.48 smiles="N=S(=O)=O.C=S" e_lumo_ev=-1.2 homo_ev=-9.64 relative_energy_kj_mol=280.0 e_tot_ha=-1041.38464
C 1.0805 1.6965 -0.2097 -1.46 -1.78 1.81
N -0.2198 -3.1068 -0.7676 -0.16 1.57 0.21
O -1.3485 -1.4494 0.6754 -1.86 1.05 0.26
O 1.0881 -1.4177 0.7145 0.12 0.40 -0.37
S 0.0426 0.9240 -1.1880 0.59 0.99 -0.31
S -0.1359 -1.8005 0.0726 2.56 -4.57 -1.07
H 0.5251 -3.6809 -1.2491 -0.49 1.88 1.11
H 1.3696 1.0370 0.6313 0.67 0.36 -0.54
H 1.2262 2.7457 0.0467 0.03 0.10 -1.10

---

Record 9
10
Properties=species:S:1:pos:R:3:forces:R:3 method="wB97M-V/def2-TZVPD" orbital_gap_ev="7.15 / 5.93" e_lumo_ev="-6.0 / -10.2" multiplicity=3 homo_ev="-13.10 / -16.12" charge=+1 e_tot_ha=-1059.49341
C 1.0680 -1.4535 -1.1562 -1.88 3.80 -1.94
N 1.4325 -2.3671 -0.5833 1.31 -2.81 1.66
O -0.1767 2.4906 -0.4562 -0.47 -0.21 0.57
O 1.6140 1.2174 0.8947 0.91 -0.35 0.63
O -1.4704 -1.2281 0.6670 0.22 0.46 -0.51
P 0.6994 1.1829 -0.2178 -0.05 4.38 4.64
S 0.2784 -0.1456 -1.8323 -0.80 -4.10 -4.12
H -0.4340 3.0637 0.3397 0.69 -0.89 -1.28
H -2.2788 -1.1080 1.2070 1.03 -0.38 -0.05
H -0.7323 -1.6523 1.1373 -0.96 0.10 0.41

---

Record 10
9
Properties=species:S:1:pos:R:3:forces:R:3 method="wB97M-V/def2-TZVPD" orbital_gap_ev=11.33 e_lumo_ev=0.4 homo_ev=-10.96 relative_energy_kj_mol=304.1 e_tot_ha=-718.45525
C 0.2898 -0.6452 -1.4254 -0.34 -1.84 -1.97
N 0.4844 0.2223 0.7536 -2.80 -0.75 -1.63
O -0.2684 -1.6998 -1.3928 -0.22 0.82 0.60
O -1.0899 2.2462 0.3637 -0.24 0.79 0.00
O -0.3132 0.5914 -1.4147 -1.51 0.97 0.57
S -0.7626 0.8907 0.1299 1.21 -1.51 -1.13
H 1.2713 -0.5237 -1.7836 1.69 0.06 -0.03
H 0.8017 0.7680 1.4797 0.83 1.30 2.51
H -2.0139 0.2459 -0.1018 1.38 0.15 1.09

---

Record 11
9
Properties=species:S:1:pos:R:3:forces:R:3 method="wB97M-V/def2-TZVPD" orbital_gap_ev="7.91 / 8.88" e_lumo_ev="-1.6 / -1.1" homo_ev="-9.52 / -10.01" relative_energy_kj_mol=901.6 e_tot_ha=-395.20848
C 0.9015 0.4132 -0.5711 -1.21 -0.72 -2.89
N 0.2223 0.5534 0.6953 3.04 -0.69 1.98
O -0.2155 -1.4674 1.2244 -0.34 0.90 -0.25
O -0.8883 0.9175 0.8190 -0.52 2.09 0.27
O -1.0709 -1.3241 0.2492 -0.81 -0.35 -0.22
O -1.9793 -0.3839 0.4770 -0.35 -2.26 -0.60
H 0.8368 1.4471 -0.9203 0.88 0.10 -0.03
H 1.9117 -0.0729 -0.5999 -1.07 0.85 0.82
H 0.2817 -0.0828 -1.3737 0.39 0.09 0.93

---

Record 12
9
Properties=species:S:1:pos:R:3:forces:R:3 method="wB97M-V/def2-TZVPD" orbital_gap_ev=9.30 smiles="O=C=O.N=O.O" e_lumo_ev=0.0 homo_ev=-9.33 relative_energy_kj_mol=0.0 e_tot_ha=-395.55188
C -3.5642 0.3944 0.5207 -1.47 0.35 -0.51
N -2.2036 -1.1525 -2.4011 0.65 -0.46 -1.07
O -4.0855 1.4175 0.6194 0.37 1.09 0.45
O -1.0194 0.7980 1.9181 0.87 0.61 -0.31
O -1.9688 -0.0814 -1.9469 -0.10 0.42 0.22
O -3.2648 -0.6927 0.3214 1.01 -1.57 0.29
H -0.2461 1.3272 1.6419 -0.62 -0.33 -0.29
H -2.9326 -1.6571 -1.8552 -0.40 0.16 0.64
H -0.8503 0.7606 2.8573 -0.30 -0.27 0.58